112
Properties=species:S:1:pos:R:3:forces:R:3:mulliken_charge:R:1 method="wB97M-V/def2-TZVPD" total_charge=+1 spin_multiplicity=1 e_homo_ev=-11.0501
Br 1.7977 2.0746 -5.1155 0.1 -0.1 0.5 -0.03
P 3.1479 3.4139 -1.5663 -0.5 0.8 -0.2 0.18
O -8.8219 -0.2277 0.2857 -0.1 0.1 0.3 -0.53
O 5.5616 -3.9024 0.1818 -0.3 0.1 0.0 -0.42
O 7.7603 -1.8323 0.7818 -0.3 -0.3 -0.1 -0.59
O 0.6391 2.4279 -2.1180 0.6 0.3 0.1 -0.24
O 2.2943 4.1394 1.8543 0.0 -0.1 -0.6 -0.45
O -3.6035 -2.6903 -0.6174 0.1 0.3 -0.2 -0.43
O -4.5215 2.2955 1.9115 0.0 0.1 -0.3 -0.45
C 1.6176 0.4099 -1.1697 1.0 0.7 -0.3 0.12
C -3.5810 -3.8324 -1.4783 -0.2 -0.4 0.5 0.41
C -7.8068 -2.4158 0.3479 0.1 0.0 0.2 -1.10
C -4.9602 -4.4709 -1.5184 -0.1 0.1 -0.1 -1.34
C 6.0697 -5.4327 1.9743 -0.1 0.0 0.1 -1.27
C 1.6360 5.3559 2.2430 0.2 0.1 0.7 0.59
C -0.7252 0.6606 -1.2750 -1.8 0.9 -0.6 0.21
C -2.0081 2.0487 -3.0116 -0.3 -0.1 0.7 -1.60
C 0.6277 5.0611 3.3403 -0.2 -0.1 -0.1 -1.30
C -2.5299 -4.8189 -0.9937 0.2 0.1 -0.1 -1.20
C -5.9338 2.1359 2.0840 0.0 -0.2 0.6 0.41
C -10.1356 -2.0790 -0.5296 -0.2 0.0 0.1 -1.40
C 6.8040 -1.0348 1.4807 0.3 0.4 0.1 0.84
C 6.2048 -6.1450 -0.4297 -0.1 0.0 -0.2 -1.34
C 3.7509 3.2131 -3.2764 -0.2 -0.9 0.0 -0.70
C -2.0068 1.4347 -1.5850 0.3 0.5 -0.2 0.66
C 6.4394 0.1817 0.6406 -0.2 0.0 -0.2 -1.35
C 3.3791 1.8797 -3.9794 1.2 -0.1 -0.9 0.22
C 7.3670 -0.6247 2.8324 0.0 -0.1 0.1 -1.55
C 1.4902 -0.8425 -0.6171 0.9 -0.7 0.5 -0.02
C 0.5314 1.1736 -1.5246 -0.3 -0.4 0.3 1.25
C -9.0950 -1.6162 0.4780 0.2 -0.1 -0.6 0.42
C -2.2675 2.5031 -0.4831 -0.4 -0.4 0.0 -1.24
C 5.4798 -5.2705 0.5815 0.6 0.0 0.0 0.39
C -6.4349 3.1108 3.1373 0.0 0.2 -0.1 -1.42
C 4.5437 1.5444 -4.9555 -0.7 0.4 0.5 -1.50
C -0.8642 -0.5830 -0.7122 -0.4 -1.3 0.5 -1.22
C 1.3131 3.3794 -1.3426 -0.6 -0.4 0.7 -0.72
C 2.7530 -1.6337 -0.2934 -1.0 -0.1 -0.7 -1.26
C 0.2316 -1.3555 -0.3856 0.4 -0.1 0.0 -1.20
C -6.2408 0.6988 2.4690 0.0 -0.2 -0.1 -1.01
C 2.6692 6.3743 2.6968 0.1 0.0 -0.2 -1.40
H -8.4709 -0.1163 -0.6044 0.0 0.0 0.0 0.35
H -5.7052 -3.7512 -1.8598 0.0 0.0 -0.1 0.24
H -9.4915 -1.7217 1.4890 0.0 0.2 0.0 0.30
H 0.8850 4.3742 -1.5133 0.3 -0.1 -0.4 0.64
H -2.8275 0.7120 -1.5409 0.2 0.0 0.0 0.67
H -7.3703 -2.2845 -0.6464 -0.1 0.0 0.0 0.25
H 7.2600 -5.8659 -0.4931 0.0 0.0 0.1 0.33
H 2.7576 3.7958 2.6263 0.0 0.0 0.0 0.29
H 2.1978 7.3159 2.9782 0.0 0.0 0.0 0.39
H -6.3970 2.3647 1.1234 0.2 0.0 -0.1 0.24
H -1.5616 3.0451 -2.9897 0.1 -0.2 -0.2 0.25
H -1.5468 -4.3457 -0.9625 0.0 0.0 -0.1 0.22
H 4.4201 -5.5318 0.5990 0.0 0.1 0.0 0.29
H -4.9775 -5.3336 -2.1858 0.0 0.0 0.0 0.42
H 3.5618 4.6949 -1.1523 0.0 -0.3 0.1 0.21
H 5.7778 -6.0134 -1.4249 0.0 0.0 0.0 0.32
H -5.7447 0.4355 3.4088 0.0 0.1 0.1 0.39
H 2.4469 -2.6296 0.0369 0.3 0.2 0.3 0.32
H 3.2841 -1.7851 -1.2401 0.4 0.1 0.4 0.35
H -5.8688 0.0114 1.7078 -0.1 0.0 -0.1 0.09
H 4.8471 3.2435 -3.2192 -0.2 0.2 0.1 0.42
H -3.8383 -2.9915 0.2675 0.0 0.0 0.0 0.28
H 5.9206 -1.6584 1.6240 0.1 -0.2 -0.1 0.14
H 3.3915 6.5707 1.9023 0.0 0.0 0.0 0.33
H 3.7112 2.5183 -0.6494 0.2 0.1 -0.3 0.14
H -5.2634 -4.7975 -0.5196 0.1 -0.1 0.0 0.36
H -2.7568 -5.1566 0.0215 -0.1 0.0 0.0 0.33
H -2.4757 -5.6918 -1.6455 0.0 0.0 0.0 0.40
H -5.9464 2.9251 4.0983 -0.1 -0.1 0.0 0.35
H 8.5523 -1.3017 0.6432 0.0 0.0 0.0 0.33
H 7.6301 -1.5053 3.4188 -0.1 0.0 0.0 0.39
H 3.2314 5.9969 3.5549 -0.1 0.0 0.1 0.36
H -3.0864 2.1719 0.1660 0.2 0.1 -0.1 0.24
H -3.0471 2.1717 -3.3351 0.2 -0.1 -0.1 0.46
H -9.7721 -1.9375 -1.5515 0.1 -0.1 0.0 0.35
H -7.5135 3.0246 3.2737 0.0 0.0 0.0 0.39
H 8.2809 -0.0364 2.7087 -0.1 0.1 0.0 0.37
H 1.1454 3.1659 -0.2729 0.3 0.2 -0.1 0.45
H 2.6385 0.7600 -1.3246 -0.2 0.0 -0.1 0.06
H 3.4083 4.0275 -3.9231 0.0 0.1 0.4 0.47
H 5.5460 -4.7947 2.6884 0.0 0.0 0.0 0.31
H 7.1207 -5.1311 1.9843 0.0 -0.1 -0.1 0.30
H -7.9832 -3.4804 0.5121 0.0 0.0 0.0 0.44
H -1.4780 1.3812 -3.6969 -0.1 0.3 -0.1 0.29
H 6.6466 -0.0316 3.3983 0.0 0.0 0.0 0.36
H 4.3150 0.6022 -5.4542 0.2 0.2 -0.1 0.41
H -1.3991 2.6332 0.1749 -0.1 0.2 -0.2 0.21
H 1.1160 5.7301 1.3585 0.1 -0.2 -0.1 0.22
H 7.3230 0.7966 0.4459 0.0 0.0 0.1 0.51
H 4.5971 2.3721 -5.6696 0.2 -0.3 -0.1 0.39
H 0.0965 5.9643 3.6406 0.0 0.0 0.0 0.40
H 3.2931 1.0230 -3.3111 -0.6 0.3 0.0 0.18
H 0.1619 -2.3543 0.0354 -0.3 0.1 0.0 0.37
H 5.4850 1.4749 -4.3981 -0.1 -0.1 -0.1 0.44
H -10.3800 -3.1334 -0.3911 0.0 0.0 0.0 0.38
H 1.1258 4.6419 4.2186 0.1 0.1 0.0 0.33
H 6.0016 -6.4668 2.3158 0.0 0.0 0.0 0.42
H -4.0970 2.0954 2.7528 -0.1 0.0 0.0 0.26
H -11.0502 -1.4935 -0.4308 0.0 0.0 0.1 0.34
H -2.5882 3.4633 -0.9031 0.2 -0.1 0.0 0.37
H 6.1403 -7.2001 -0.1595 0.0 0.0 0.0 0.41
H -3.3146 -3.4716 -2.4728 0.0 0.2 0.1 0.28
H 6.0440 -0.1304 -0.3290 0.0 -0.1 0.0 0.28
H -7.3133 0.5418 2.5843 0.0 0.0 0.0 0.35
H 3.3610 -1.1231 0.4558 0.1 -0.2 -0.1 0.15
H 6.4956 -3.6523 0.1615 0.0 0.1 0.0 0.28
H -0.1020 4.3235 3.0031 0.0 0.1 0.0 0.28
H -6.2004 4.1372 2.8515 0.0 0.0 0.0 0.34
H -1.8462 -1.0255 -0.5176 0.1 0.4 -0.2 0.57
H -7.0666 -2.0691 1.0709 0.0 0.0 0.0 0.22
H 5.6903 0.7981 1.1443 0.0 0.0 0.0 0.29